Molecular formula: C4H11NO
Method: DFT, the ωB97M-V functional and the def2-TZVPD basis

energy relative to the best compared isomer or geometry (same formula, charge and spin): 800.3 kJ/mol
Kohn-Sham gap: 3.9 eV
strongest force on any atom: 6.97 eV/Å

Cartesian coordinates (Å):
N  -1.2160  1.3252  -0.0810
C  -0.0593  0.5338  -0.6885
C  2.3662  -0.7787  2.0456
C  1.2609  0.1134  1.4919
C  0.9854  -0.0599  0.0500
H  -2.0780  1.2166  -0.5336
H  -1.0321  2.3134  -0.2313
H  0.1652  0.7266  -1.6927
H  -1.9597  -1.6791  -2.2873
H  3.2614  -0.7461  1.3201
H  2.5458  -0.6542  3.1673
H  2.2464  -1.9818  1.9053
H  0.5053  0.6431  2.0400
H  1.7057  -0.7875  -0.4845
H  -1.3052  -1.9100  -2.5514
H  -4.1139  0.6579  -1.6652
O  -3.2780  1.0674  -1.8048

Forces on the atoms, in the same order (eV/Å):
6.6 -1.8 1.5
-2.1 3.4 3.3
0.6 -1.6 -0.1
-0.7 -3.3 -4.4
1.0 -0.9 2.8
-3.5 -1.2 -2.7
0.3 0.1 -0.3
-0.3 -0.4 -1.8
0.0 0.1 0.0
-0.9 0.7 1.6
0.2 0.1 -1.9
-0.8 2.7 0.3
0.2 0.5 0.5
-1.2 1.6 0.6
0.0 -0.1 0.0
-1.1 -0.5 0.3
1.8 0.5 0.3

The molecule's Löwdin atomic charges, reported in e, are given here: N 0.05; C 0.00; C -0.12; C 0.00; C -0.09; H -0.05; H 0.09; H 0.09; H 0.01; H 0.10; H 0.09; H 0.14; H 0.10; H 0.13; H 0.01; H -0.13; O -0.43